The following is a DFT calculation (ωB97M-V/def2-TZVPD) of a cluster of 2 separate species, C3H8N4 in total in a non-equilibrium geometry.

**Kohn-Sham gap (alpha / beta)**: 9.085 / 9.084 eV
**Molar mass**: 100.12 g mol⁻¹
**HOMO energy (alpha / beta)**: -17.27 / -17.27 eV
**E_LUMO (alpha / beta)**: -8.18 / -8.18 eV
**Total charge**: +2
**Max |F|**: 7.8 eV Å⁻¹

Last columns: bonded neighbours and bond lengths (Å).
Geometry (Å):
1 C -2.04968 -11.94237 -0.71866  N5 1.609, H8 1.086
2 C 0.14443 8.00272 -1.20888  N4 1.168, N6 1.255
3 C 0.86625 7.61839 1.05282  N6 1.462, H9 1.089, H10 1.088, H11 1.090
4 N -0.12966 7.51027 -2.23141  C2 1.168, H12 1.003
5 N -0.90433 -11.96093 0.41099  C1 1.609, N7 1.220
6 N 0.25276 8.39677 -0.02209  C2 1.255, C3 1.462, H13 1.020
7 N 0.10147 -11.38181 0.78702  N5 1.220, H14 1.030, H15 1.030
8 H -2.43602 -12.90828 -1.03118  C1 1.086
9 H 1.71263 8.16755 1.46214  C3 1.089
10 H 1.20040 6.65400 0.67564  C3 1.088
11 H 0.12667 7.45458 1.83702  C3 1.090
12 H 0.11883 7.35009 -3.19009  N4 1.003
13 H -0.07941 9.32902 0.22309  N6 1.020
14 H 0.90707 -11.18355 0.17615  N7 1.030
15 H 0.16858 -11.10646 1.77743  N7 1.030